# 1
21
Properties=species:S:1:pos:R:3:forces:R:3:nbo_charge:R:1 method="wB97M-V/def2-TZVPD" energy_ev=-9401.3683 e_homo_ev=-8.837 e_above_lowest_kcal_mol=51.62 largest_force_ev_per_a=2.444 smiles=CN(C)CCN.O homo_lumo_gap_ev=9.705 multiplicity=1
C -0.096 1.764 0.703 1.06 1.72 -0.20 -0.437
N -0.380 0.364 0.494 -2.09 0.90 0.65 -0.486
C -1.776 0.094 0.921 0.35 -1.14 -0.40 -0.412
C 0.578 -0.593 1.023 -1.29 -0.64 -1.97 -0.222
C 0.991 -1.698 -0.067 -0.16 1.47 1.05 -0.222
N 0.189 -1.741 -1.271 0.07 -0.43 0.28 -0.847
H -0.867 2.512 0.492 -0.85 -0.95 -0.35 0.213
H 0.174 2.110 1.714 0.45 -0.67 0.12 0.172
H 0.638 2.121 -0.026 0.57 -0.25 0.40 0.209
H -2.231 -0.505 0.130 -0.46 -0.01 0.16 0.190
H -2.390 0.969 1.110 0.26 0.24 -0.29 0.206
H -1.811 -0.508 1.836 0.08 0.01 0.03 0.179
H 1.425 -0.008 1.229 1.36 0.33 0.89 0.198
H 0.166 -1.155 1.859 0.17 0.42 0.46 0.180
H 2.018 -1.399 -0.271 0.17 -0.72 -0.36 0.180
H 0.929 -2.618 0.498 0.39 -0.54 -0.25 0.174
H -0.640 -1.173 -1.192 0.07 0.14 -0.16 0.369
H 0.714 -1.497 -2.091 -0.11 0.13 -0.14 0.362
O 0.600 1.285 -2.527 -0.28 0.07 0.19 -0.951
H 1.435 0.917 -2.810 0.26 -0.10 -0.08 0.462
H 0.335 0.759 -1.756 -0.03 0.03 -0.02 0.481

=====

# 2
95
Properties=species:S:1:pos:R:3:forces:R:3:lowdin_charge:R:1 method="wB97M-V/def2-TZVPD" energy_ev=-331690.5987 e_homo_ev=-9.086 largest_force_ev_per_a=3.724 smiles="C[N+](=O)[O-].CNC(C)=O.CNC(C)=O.CNC(C)=O.CNC(C)=O.CNC(C)=O.CNC(C)=O.BrCCBr.BrCCBr" homo_lumo_gap_ev=8.818 multiplicity=1
C 1.168 1.256 3.926 -0.39 -0.41 -1.01 0.002
N 1.604 1.838 5.185 3.59 0.13 0.97 -0.439
O 2.800 1.630 5.513 -1.93 0.24 -0.49 0.025
O 0.832 2.470 5.858 -0.45 -0.05 -0.18 0.083
H 1.945 0.901 3.250 0.53 0.17 0.78 0.067
H 0.653 2.027 3.353 -0.72 -0.39 0.45 0.096
H 0.627 0.368 4.254 -0.72 0.31 -0.56 0.085
C -1.573 3.131 -0.479 -0.79 0.54 0.30 -0.052
N -1.713 2.778 0.947 1.01 0.12 -1.45 0.026
C -2.775 3.193 1.657 -0.64 0.22 1.93 -0.545
C -2.781 2.668 3.124 -0.63 -0.24 -0.42 0.004
O -3.686 3.916 1.271 0.81 -0.41 -0.29 0.034
H -1.796 4.194 -0.569 -0.43 -0.08 -0.09 0.074
H -2.293 2.561 -1.067 -0.04 0.13 -0.16 0.092
H -0.602 3.058 -0.968 0.34 -0.60 0.80 0.060
H -1.112 2.062 1.330 -0.12 -0.01 0.08 0.075
H -1.948 2.030 3.420 0.14 0.14 -0.19 0.043
H -3.687 2.070 3.221 -0.06 -0.25 -0.16 0.074
H -2.953 3.436 3.879 0.37 0.38 -0.37 0.079
C -5.235 -2.523 -1.086 0.31 -0.60 -0.17 -0.054
N -4.295 -3.496 -1.604 0.93 0.25 0.40 0.000
C -4.671 -4.669 -2.153 0.80 0.50 -0.94 -0.576
C -3.538 -5.606 -2.534 0.07 0.00 0.83 0.006
O -5.821 -4.900 -2.440 -1.00 -0.45 0.14 0.051
H -4.668 -1.896 -0.397 -0.38 0.07 0.08 0.065
H -6.002 -3.113 -0.584 -0.27 0.53 0.11 0.090
H -5.659 -1.918 -1.887 -0.15 0.01 0.11 0.089
H -3.313 -3.338 -1.429 -0.10 -0.16 -0.16 0.088
H -3.407 -5.641 -3.615 -0.19 -0.14 0.11 0.087
H -3.797 -6.575 -2.107 -0.02 -0.18 -0.43 0.084
H -2.600 -5.312 -2.063 0.09 0.15 -0.14 0.050
C 4.555 1.548 -1.213 0.94 0.08 -0.57 -0.078
N 4.686 2.996 -1.439 -0.95 -0.07 -0.03 0.029
C 3.651 3.708 -1.978 0.76 -0.64 -0.56 -0.537
C 3.890 5.159 -2.214 -0.04 0.52 0.55 0.005
O 2.594 3.200 -2.316 -0.31 -0.49 0.38 0.020
H 4.954 0.969 -2.046 -0.23 0.23 -0.52 0.061
H 3.511 1.253 -1.110 0.20 0.30 0.29 0.048
H 5.216 1.189 -0.424 -0.43 0.42 0.59 0.083
H 5.518 3.532 -1.236 -0.02 -0.56 0.10 0.133
H 3.369 5.658 -1.398 0.03 0.31 0.06 0.090
H 3.405 5.486 -3.134 0.22 -0.15 0.00 0.094
H 4.942 5.440 -2.164 -0.08 0.06 -0.16 0.081
C 0.089 -4.714 0.390 -0.55 0.69 0.63 -0.105
N 0.689 -4.585 -0.896 0.28 -0.01 -1.44 0.026
C 0.219 -3.765 -1.875 0.38 0.25 -0.01 -0.542
C 0.998 -3.509 -3.119 1.09 -1.36 0.11 -0.016
O -0.849 -3.185 -1.820 -1.36 0.14 0.97 -0.002
H 0.673 -4.057 1.035 -0.06 -0.41 0.74 0.060
H 0.037 -5.752 0.719 0.22 0.14 0.11 0.092
H -0.920 -4.301 0.398 0.00 -0.11 -0.26 0.076
H 1.613 -4.989 -0.957 -0.12 0.26 -0.46 0.140
H 0.955 -2.460 -3.411 -0.08 -0.25 0.06 0.089
H 0.555 -4.168 -3.866 -0.11 0.31 -0.31 0.096
H 2.020 -3.866 -2.994 0.19 0.30 -0.22 0.041
C 0.076 6.265 -1.903 1.42 0.34 1.29 -0.067
N 0.392 5.100 -2.689 -1.31 1.08 -0.59 0.010
C -0.415 4.722 -3.687 -1.12 -1.70 -1.48 -0.586
C 0.074 3.489 -4.385 1.22 -0.54 -0.43 -0.012
O -1.456 5.215 -4.086 0.15 1.14 0.75 0.045
H -0.246 5.923 -0.920 -0.18 0.43 0.17 0.074
H -0.569 7.069 -2.256 -0.50 -0.98 -0.73 0.095
H 1.019 6.801 -1.798 0.21 0.09 0.51 0.067
H 1.090 4.432 -2.395 0.29 0.17 0.05 0.076
H 1.073 3.747 -4.738 0.27 -0.26 -0.08 0.077
H -0.478 3.167 -5.267 -0.41 0.32 0.40 0.085
H 0.214 2.656 -3.696 -0.07 -0.07 0.02 0.060
C 0.871 0.113 -1.105 -0.52 -0.44 0.71 -0.046
N -0.275 -0.636 -0.512 1.54 0.64 -0.55 0.054
C -0.809 -0.526 0.721 -0.20 -0.96 -0.97 -0.540
C -2.013 -1.426 0.843 -0.55 0.40 0.60 0.003
O -0.405 0.187 1.620 0.41 0.60 0.36 0.003
H 1.521 -0.575 -1.646 -0.50 -0.04 -0.48 0.023
H 1.579 0.507 -0.376 -0.63 0.24 0.47 0.054
H 0.494 0.931 -1.719 0.26 -0.10 -0.12 0.070
H -0.631 -1.397 -1.072 -0.03 0.09 -0.15 0.077
H -1.964 -1.977 1.782 0.06 -0.24 -0.16 0.030
H -2.193 -2.047 -0.035 0.27 -0.13 0.26 0.048
H -2.879 -0.771 0.941 -0.11 0.14 0.06 0.090
Br -2.208 -1.348 4.679 0.72 0.36 0.64 0.618
C -0.939 -2.358 5.865 -0.10 2.13 -0.37 -0.625
C -1.275 -3.744 5.608 -0.31 -1.76 0.03 -0.688
Br -0.719 -4.290 3.761 -0.35 0.04 1.17 0.603
H -1.144 -2.039 6.887 -0.32 -0.16 -0.06 0.073
H 0.084 -2.043 5.657 -0.15 -0.12 -0.38 0.058
H -2.351 -3.843 5.748 0.02 -0.32 -0.65 0.052
H -0.850 -4.425 6.345 0.52 -0.10 -0.36 0.070
Br 3.959 -1.995 -1.609 0.19 0.09 0.12 0.727
C 4.211 -2.116 0.308 0.20 0.48 1.24 -0.688
C 3.118 -1.375 1.076 -0.28 -1.02 0.21 -0.600
Br 3.245 -2.006 3.027 -0.24 0.62 -1.61 0.582
H 5.147 -1.662 0.633 0.25 -0.20 -0.61 0.059
H 4.248 -3.176 0.558 -0.20 0.19 -0.08 0.043
H 2.154 -1.652 0.649 -0.22 -0.11 0.62 0.029
H 3.179 -0.287 1.051 0.35 -0.20 0.23 0.046

=====

# 3
90
Properties=species:S:1:pos:R:3:forces:R:3:lowdin_charge:R:1 method="wB97M-V/def2-TZVPD" energy_ev=-134618.5146 e_homo_ev=-10.709 charge=+1 largest_force_ev_per_a=3.059 homo_lumo_gap_ev=6.193 multiplicity=1
N -8.532 1.478 6.890 0.56 0.51 -0.21 0.050
C -8.372 2.419 5.746 -0.38 -0.72 0.99 -0.135
C -7.078 2.206 5.067 0.24 0.29 -0.21 -0.201
N -6.840 1.588 3.921 -0.04 -0.13 -0.13 0.193
C -5.534 1.579 3.703 0.43 0.04 -0.10 -0.331
N -5.012 0.958 2.601 -0.05 0.72 0.89 -0.405
S -6.204 0.290 1.515 -0.13 -0.22 -0.15 0.923
P -3.402 0.688 2.045 0.49 -1.39 -1.82 0.307
O -3.398 -0.365 1.041 -0.29 -0.25 0.16 -0.254
O -2.495 0.296 3.280 -0.69 0.93 0.90 -0.088
O -2.944 2.058 1.450 0.21 0.28 0.74 -0.066
N -4.868 2.273 4.742 -0.44 -0.72 -0.52 0.037
S -3.288 2.776 5.224 1.76 2.31 0.96 0.788
O -3.523 3.833 6.141 -0.51 -0.29 0.17 -0.197
O -2.476 3.089 4.119 -0.29 -1.20 -0.89 -0.172
C -2.602 1.383 6.290 -1.01 -0.42 -0.16 -0.464
F -1.365 1.131 5.963 0.39 -0.01 -0.33 0.203
F -3.376 0.301 6.047 -0.02 -0.06 -0.12 0.115
C -2.720 1.678 7.810 0.37 -0.18 0.42 -0.375
F -3.966 2.030 8.125 -0.35 0.13 -0.19 0.154
F -2.493 0.495 8.392 0.19 -0.22 0.03 0.182
C -1.682 2.722 8.375 -0.36 -0.35 0.04 -0.590
F -0.800 2.096 9.114 0.54 -0.37 0.30 0.221
F -1.053 3.340 7.393 0.26 0.36 -0.60 0.196
F -2.311 3.599 9.117 -0.40 0.57 0.29 0.221
N -5.932 2.609 5.572 -0.37 0.05 0.14 -0.009
F -5.808 3.248 6.723 0.00 0.04 0.02 0.148
H -7.848 0.732 6.843 -0.24 -0.30 -0.10 0.076
H -8.310 1.976 7.743 -0.16 -0.03 0.15 0.077
H -9.189 2.268 5.053 0.04 0.06 -0.35 0.129
H -8.407 3.424 6.150 -0.08 0.28 -0.20 0.133
H -6.356 1.390 0.766 0.02 0.14 0.00 -0.089
H -2.867 -0.496 3.697 0.37 -0.23 -0.04 0.106
H -2.268 1.848 0.781 -0.02 0.30 -0.16 0.124
C -0.623 -3.907 -2.574 0.00 -0.14 0.02 0.085
C -0.619 -2.566 -2.614 0.01 -0.21 -0.14 -0.225
C -0.674 -1.731 -1.361 -0.04 -0.02 0.30 -0.310
O -0.648 -0.520 -1.486 -0.01 0.05 -0.14 0.101
C -0.756 -2.409 -0.085 0.02 0.17 0.12 0.065
C -0.765 -3.747 -0.038 0.01 0.15 0.06 -0.231
C -0.688 -4.582 -1.292 -0.02 0.11 -0.30 -0.307
O -0.688 -5.790 -1.151 -0.05 -0.09 0.12 0.095
O -0.838 -4.439 1.087 -0.02 -0.08 -0.03 0.116
O -0.566 -1.872 -3.741 0.00 0.21 0.11 0.110
H -0.581 -4.516 -3.465 0.02 0.02 -0.02 0.140
H -0.810 -1.794 0.802 -0.02 -0.04 0.03 0.123
H -0.807 -5.384 0.834 0.07 -0.04 0.00 0.116
H -0.578 -0.927 -3.483 -0.03 0.06 -0.05 0.096
C 5.129 -6.702 0.331 0.01 0.00 0.13 0.075
C 4.947 -6.642 -0.997 0.13 -0.01 0.17 -0.237
C 3.572 -6.633 -1.616 -0.26 -0.03 0.17 -0.308
O 3.502 -6.554 -2.827 0.15 0.01 -0.08 0.113
C 2.419 -6.719 -0.738 -0.08 0.02 -0.18 0.076
C 2.603 -6.780 0.586 -0.12 0.00 -0.16 -0.231
C 3.976 -6.763 1.206 0.31 0.00 -0.13 -0.315
O 4.037 -6.803 2.421 -0.15 -0.01 0.09 0.106
O 1.607 -6.858 1.461 -0.01 0.03 0.08 0.108
O 5.943 -6.584 -1.866 -0.02 0.01 -0.09 0.122
H 6.110 -6.706 0.784 0.02 0.00 -0.02 0.137
H 1.437 -6.730 -1.189 -0.01 -0.03 0.01 0.114
H 2.030 -6.888 2.342 0.04 0.00 0.04 0.119
H 5.532 -6.547 -2.751 -0.02 0.00 -0.04 0.122
C 0.783 0.048 -7.712 0.10 0.01 -0.10 0.080
C -0.138 0.075 -6.739 0.05 -0.10 -0.16 -0.237
C -0.094 1.087 -5.623 0.28 0.23 0.06 -0.309
O -0.979 1.027 -4.783 -0.06 -0.17 0.05 0.087
C 0.986 2.047 -5.597 -0.14 0.03 0.14 0.079
C 1.907 2.023 -6.572 -0.08 0.11 0.23 -0.226
C 1.856 1.024 -7.701 -0.23 -0.28 -0.09 -0.309
O 2.729 1.094 -8.543 0.14 0.13 0.03 0.119
O 2.928 2.861 -6.626 0.08 -0.06 -0.17 0.107
O -1.151 -0.772 -6.664 -0.06 0.05 -0.04 0.120
H 0.761 -0.674 -8.516 -0.03 -0.01 0.00 0.139
H 1.018 2.758 -4.783 0.03 0.02 -0.02 0.138
H 3.426 2.620 -7.433 -0.02 0.00 -0.07 0.123
H -1.657 -0.513 -5.871 -0.05 -0.07 0.05 0.111
C 8.047 5.138 -3.761 0.12 -0.01 -0.04 0.075
C 6.786 5.233 -3.320 0.20 0.05 0.01 -0.238
C 5.639 4.548 -4.018 0.00 -0.18 -0.28 -0.310
O 4.531 4.677 -3.529 -0.02 0.09 0.15 0.101
C 5.918 3.786 -5.218 -0.14 -0.01 0.04 0.076
C 7.178 3.692 -5.663 -0.19 -0.03 -0.01 -0.233
C 8.330 4.357 -4.951 0.02 0.20 0.27 -0.313
O 9.440 4.201 -5.420 0.01 -0.09 -0.15 0.113
O 7.518 3.018 -6.749 0.08 -0.01 -0.02 0.122
O 6.439 5.925 -2.245 -0.07 0.00 0.04 0.116
H 8.876 5.624 -3.266 -0.01 0.01 0.02 0.137
H 5.087 3.312 -5.719 0.01 0.00 0.04 0.110
H 8.486 3.113 -6.838 0.05 0.00 0.00 0.123
H 5.472 5.820 -2.158 -0.05 -0.02 -0.01 0.118

=====

# 4
115
Properties=species:S:1:pos:R:3:forces:R:3:lowdin_charge:R:1 method="wB97M-V/def2-TZVPD" energy_ev=-128837.4872 e_homo_ev=-5.909 e_above_lowest_kcal_mol=1784.73 charge=-1 largest_force_ev_per_a=17.718 homo_lumo_gap_ev=5.627 multiplicity=1
As -0.101 -0.205 0.181 -2.76 1.73 -1.20 1.334
F -0.929 -0.510 1.708 6.68 5.37 0.91 -0.241
F 1.415 -0.140 1.110 -3.16 -5.03 2.69 -0.293
F 0.746 0.223 -1.390 -9.83 -0.69 5.49 -0.304
F -1.618 -0.318 -0.834 2.10 2.40 6.47 -0.353
F -0.346 1.547 0.477 9.78 -2.80 -2.40 -0.304
F 0.262 -1.904 -0.117 -9.65 4.89 1.63 -0.366
C -2.601 4.074 -0.053 -0.27 -0.17 -0.60 -0.049
C -1.835 3.242 0.936 -1.67 1.03 0.50 -0.235
C -2.101 1.742 0.947 -5.32 0.54 -1.30 -0.265
C -3.542 1.399 1.013 -3.78 0.59 0.99 -0.188
N -4.646 1.010 1.156 2.68 3.02 -0.96 0.194
H -3.673 3.936 0.085 -0.07 0.02 0.01 0.086
H -2.372 3.788 -1.080 -0.06 0.19 0.22 0.038
H -2.376 5.132 0.082 0.04 -0.01 -0.05 0.085
H -2.141 3.594 1.922 -0.35 0.22 0.23 0.126
H -0.763 3.427 0.994 -1.18 0.77 -2.35 0.080
H -1.601 1.219 1.763 -1.20 1.14 -1.50 0.063
H -1.774 1.364 -0.021 -3.37 0.64 0.82 0.065
C -0.032 -2.840 -2.691 -0.40 0.49 0.10 -0.022
C -1.155 -2.415 -1.700 -2.31 -2.45 -2.75 -0.232
C -2.460 -3.220 -1.825 0.05 -0.99 -1.34 -0.188
C -3.086 -3.272 -3.180 -0.39 0.24 -0.18 -0.195
N -3.602 -3.287 -4.220 0.69 -0.22 1.36 0.118
H -0.319 -2.750 -3.738 -0.47 -0.01 0.04 0.084
H 0.369 -3.847 -2.573 -0.22 -0.14 0.36 0.095
H 0.822 -2.169 -2.599 -0.02 -0.08 -0.40 0.049
H -1.483 -1.381 -1.801 0.26 -3.33 -1.82 0.039
H -0.829 -2.383 -0.661 -3.33 -2.47 -3.07 0.025
H -3.120 -2.780 -1.078 -0.26 -1.99 -1.28 0.063
H -2.350 -4.213 -1.390 -0.03 -0.01 -1.33 0.046
C 0.378 2.846 2.496 0.46 -0.96 1.95 -0.062
C 0.746 1.365 2.784 -3.93 0.71 0.96 -0.217
C -0.303 0.580 3.648 1.19 1.61 1.54 -0.091
C -1.686 0.999 3.477 -2.25 3.52 3.58 -0.192
N -2.810 1.367 3.410 5.15 2.68 4.45 0.205
H 0.422 3.445 3.405 -0.07 0.08 0.29 0.105
H -0.619 2.944 2.067 1.96 -0.60 2.39 -0.008
H 1.121 3.298 1.838 -0.36 -0.01 -0.38 0.088
H 1.725 1.315 3.260 -5.25 0.36 1.31 0.033
H 0.796 0.808 1.848 -0.48 3.06 4.00 -0.001
H -0.046 0.923 4.650 -0.38 0.00 0.49 0.131
H -0.106 -0.491 3.693 -0.38 0.07 -0.28 0.121
C 1.082 1.771 -2.734 5.66 5.04 -0.54 -0.068
C 2.330 1.070 -2.192 1.72 4.89 -3.10 -0.205
C 3.333 1.843 -1.346 0.31 2.75 -7.69 -0.179
C 3.533 3.281 -1.705 1.03 3.72 -2.03 -0.153
N 3.686 4.443 -1.976 -0.79 -5.02 1.46 0.110
H 0.438 1.023 -3.195 9.91 14.62 1.37 -0.038
H 1.327 2.501 -3.505 0.44 0.15 -0.17 0.110
H 0.490 2.335 -2.013 1.35 -0.10 -0.27 0.086
H 2.859 0.653 -3.048 -0.13 0.70 -0.64 0.139
H 1.881 0.298 -1.567 5.44 2.12 -2.07 -0.033
H 4.268 1.287 -1.282 -0.04 0.94 -0.17 0.145
H 2.854 1.978 -0.376 -3.70 -3.35 -11.77 -0.067
C -1.523 2.683 -3.165 0.74 0.72 -0.86 -0.053
C -1.381 1.548 -2.156 -1.53 1.72 -1.39 -0.232
C -0.849 0.304 -2.821 -4.39 -3.46 -2.79 -0.207
C -1.653 -0.237 -3.954 -0.68 -0.01 0.19 -0.151
N -2.250 -0.665 -4.854 0.84 0.69 0.85 0.164
H -1.938 3.609 -2.766 -0.45 -0.35 -0.07 0.065
H -2.031 2.376 -4.079 -0.51 -0.04 0.25 0.090
H -0.560 3.028 -3.540 -0.02 -0.11 0.03 0.066
H -2.381 1.444 -1.733 -0.01 -0.47 -0.34 0.132
H -0.719 1.871 -1.353 -1.07 -0.25 -0.60 0.075
H -0.605 -0.466 -2.090 -0.61 0.94 -3.71 0.067
H 0.126 0.520 -3.258 -9.52 -14.00 -2.37 0.041
C -3.326 -0.643 2.531 -0.20 -4.22 -2.67 -0.083
C -2.836 -1.427 1.227 -7.28 0.58 -0.33 -0.212
C -3.577 -1.129 -0.082 -0.16 1.53 0.86 -0.190
C -5.009 -1.298 0.042 -3.30 -0.64 -0.10 -0.215
N -6.173 -1.422 0.156 3.05 0.10 -0.34 0.140
H -3.038 -1.292 3.358 0.33 0.09 0.52 0.093
H -4.400 -0.476 2.609 0.20 -0.22 -0.07 0.084
H -2.781 0.300 2.555 -2.44 -4.21 -1.91 -0.090
H -2.860 -2.510 1.345 -1.97 0.77 -0.15 0.095
H -1.770 -1.201 1.188 -8.29 2.35 -0.51 -0.092
H -3.103 -1.666 -0.903 -1.34 1.73 0.98 0.057
H -3.337 -0.079 -0.248 -1.37 -0.76 -0.54 0.080
C 3.634 -2.525 -2.143 -0.27 1.55 1.50 -0.029
C 3.088 -1.195 -1.519 0.15 -4.85 -3.29 -0.235
C 1.913 -1.442 -0.609 8.15 -0.23 -3.88 -0.226
C 2.226 -2.135 0.627 6.50 -1.72 0.51 -0.139
N 2.493 -2.688 1.614 10.46 5.16 -5.39 0.131
H 2.875 -2.971 -2.786 0.57 -0.18 -0.39 0.057
H 3.858 -3.191 -1.309 -0.13 -0.39 0.01 0.066
H 4.614 -2.272 -2.547 -0.21 -0.36 -0.80 0.071
H 2.955 -0.370 -2.219 0.58 -3.36 0.29 0.053
H 3.814 -0.728 -0.853 -1.95 -3.14 -5.85 -0.122
H 1.100 -1.979 -1.098 4.69 0.22 -2.96 0.078
H 1.597 -0.442 -0.311 3.59 -3.86 -1.63 0.038
C 4.567 1.865 2.730 0.06 -0.24 -0.39 -0.074
C 3.086 1.751 2.352 3.54 0.27 -1.00 -0.191
C 2.836 1.413 0.808 1.96 0.33 8.04 -0.108
C 3.748 0.353 0.361 -0.53 3.86 5.15 -0.146
N 4.436 -0.482 0.026 5.87 0.62 5.99 0.270
H 5.096 0.947 2.474 0.08 -0.01 -0.05 0.069
H 4.692 2.001 3.804 -0.15 0.12 0.04 0.073
H 5.067 2.694 2.229 0.04 0.06 -0.07 0.076
H 2.634 2.726 2.536 0.22 -0.28 0.02 0.099
H 2.590 1.057 3.031 4.61 -0.85 -1.46 0.072
H 3.104 2.256 0.170 3.82 4.61 11.81 0.080
H 1.810 1.062 0.699 2.23 3.64 -1.17 0.064
C 1.099 -3.782 2.450 -2.08 -2.20 1.83 -0.118
C 0.440 -2.598 1.822 -3.66 -1.74 3.61 -0.259
C -1.061 -2.744 1.533 3.99 -4.89 1.25 -0.190
C -1.395 -3.922 0.713 -0.84 -4.64 -1.69 -0.122
N -1.733 -4.868 0.053 2.03 3.54 4.20 0.173
H 1.105 -4.523 1.650 -0.05 -0.79 0.60 0.104
H 0.621 -4.076 3.384 -0.84 -0.52 -0.13 0.090
H 2.135 -3.560 2.704 -1.62 -1.72 1.49 0.043
H 0.931 -2.388 0.872 -2.64 -3.15 4.98 -0.024
H 0.680 -1.692 2.380 -0.59 -0.42 0.44 0.110
H -1.388 -1.896 0.932 2.31 -6.68 -0.95 -0.011
H -1.757 -2.771 2.372 0.98 -0.10 0.47 0.139